No. 1
ORCA calculation (ωB97M-V with the def2-TZVPD basis set) on the ion C8H15N2S with charge +1 at a distorted geometry.

Structure (XYZ):
```
26
C8H15N2S, DFT ωB97M-V with the def2-TZVPD basis set
H 0.611 0.988 -1.533
C 3.113 0.519 1.057
H -0.069 -0.242 -2.388
C -2.100 1.563 -1.387
H 3.629 1.447 0.790
H -1.678 2.521 -1.155
H 1.360 1.559 0.992
H 2.155 -2.270 1.080
H -1.504 -1.676 -0.830
H -2.481 -0.715 -2.085
S -1.890 1.653 1.727
H -3.225 1.540 -1.204
H 0.611 -2.581 1.961
N -0.473 -0.497 1.365
C -1.319 0.380 -0.796
H -2.039 1.506 -2.505
H -0.935 -1.085 2.108
C 1.474 -1.885 1.901
C -1.174 0.538 0.777
H 3.756 -0.310 1.287
H 1.986 -1.666 2.831
C 0.882 -0.530 1.388
N 0.008 0.132 -1.414
C -2.164 -0.833 -0.871
C 1.800 0.578 1.121
H -2.941 -0.711 -0.115
```

Values from the calculation:
Charge: +1
Molecular weight (g mol⁻¹): 171.29
Gap between HOMO and LUMO (eV): 7.365
Relative energy (zero: lowest compared OMol25 entry of this formula, charge and spin) (kJ/mol): 249.3



No. 2
ORCA calculation (ωB97M-V with the def2-TZVPD basis set) on a cluster of 2 separate species, C6H10NO in total at a distorted geometry.

Structure (XYZ):
```
18
C6H10NO, DFT ωB97M-V with the def2-TZVPD basis set
H -3.300 -0.841 0.622
H -1.244 0.766 -3.417
C 1.286 1.924 0.625
H -2.478 -2.186 1.460
H 2.214 2.466 0.535
O -0.564 0.000 -1.684
H 3.233 0.010 0.120
H 1.977 -1.095 -0.458
H -2.909 -0.708 2.362
C -0.523 0.139 -2.875
H 0.398 2.513 0.773
H 0.235 -0.354 -3.501
C 1.294 0.621 0.564
C -0.353 -0.105 0.759
N -1.352 -0.552 1.094
C 2.273 -0.444 0.363
C -2.576 -1.100 1.399
H 2.390 -1.052 1.260
```

Values from the calculation:
Charge: +1
Molecular weight (g mol⁻¹): 112.15
Gap between HOMO and LUMO (eV): 10.795
Relative energy (zero: lowest compared OMol25 entry of this formula, charge and spin) (kJ/mol): 249.5



No. 3
ORCA calculation (ωB97M-V with the def2-TZVPD basis set) on the molecule C6H11BrN2Si at a distorted geometry.

Structure (XYZ):
```
21
C6H11BrN2Si, DFT ωB97M-V with the def2-TZVPD basis set
C -0.318 -1.252 1.537
H 0.727 -1.325 1.328
H 3.032 1.291 -1.277
Si -1.126 -0.384 -0.008
C -2.955 0.031 0.275
C -0.327 1.316 -0.099
H -0.282 -0.614 2.370
Br 4.186 -1.070 -0.055
C 3.107 0.401 0.556
N 2.863 1.298 -0.296
H 0.196 -1.858 -1.766
C 0.776 1.906 -0.039
H -0.464 2.029 0.717
H -0.771 -2.146 1.804
H -3.418 0.788 -0.218
H -3.388 -0.811 -0.214
C -0.204 -0.842 -1.597
H -0.942 -0.993 -2.395
H 0.501 -0.054 -1.834
N 1.959 2.314 -0.066
H -3.152 -0.026 1.279
```

Values from the calculation:
Molecular weight (g mol⁻¹): 219.16
Gap between HOMO and LUMO (eV): 8.776
Relative energy (zero: lowest compared OMol25 entry of this formula, charge and spin) (kJ/mol): 661.3



No. 4
ORCA calculation (ωB97M-V with the def2-TZVPD basis set) on a structure of composition C8H14N3S at a distorted geometry.

Structure (XYZ):
```
26
C8H14N3S, DFT ωB97M-V with the def2-TZVPD basis set
C 2.435 0.454 -1.434
H -4.220 -3.003 -1.331
H -3.109 0.220 -0.589
H -2.044 1.164 2.275
H 0.695 1.704 -0.763
C 1.132 0.287 0.793
H 0.165 0.137 -1.225
H -3.441 0.447 1.503
C 3.425 1.072 0.831
H 3.601 2.206 -1.032
N -2.453 0.568 1.578
C 1.037 0.627 -0.752
H 2.367 0.369 2.540
H 4.518 0.656 -0.655
C 2.385 0.658 1.480
C -0.008 -0.127 1.233
H 4.394 1.198 1.483
N -3.582 -2.871 -0.448
C 3.519 1.214 -0.602
H 2.341 1.101 -2.429
H -4.037 -0.768 -1.711
H 2.759 -0.589 -1.434
C -3.092 -1.690 -0.129
H -3.772 -3.582 0.227
S -1.438 -0.834 1.412
N -3.578 -0.619 -0.822
```

Values from the calculation:
Charge: +1
Molecular weight (g mol⁻¹): 184.29
Gap between HOMO and LUMO (eV): 8.099
Relative energy (zero: lowest compared OMol25 entry of this formula, charge and spin) (kJ/mol): 397.4